# 1
{"formula": "C30H36BaGe2N2O2", "method": "ωB97M-V/def2-TZVPD", "symbols": ["Ba", "O", "C", "C", "C", "C", "C", "C", "C", "N", "N", "C", "O", "C", "C", "C", "C", "C", "C", "H", "H", "H", "H", "H", "H", "H", "H", "H", "H", "C", "C", "Ge", "C", "C", "C", "C", "Ge", "C", "C", "C", "C", "C", "C", "C", "C", "C", "C", "H", "H", "H", "H", "H", "H", "H", "H", "H", "H", "H", "H", "H", "H", "H", "H", "H", "H", "H", "H", "H", "H", "H", "H", "H", "H"], "xyz": [[-0.27, -1.37, -0.43], [-0.77, -2.80, 1.03], [-0.77, -4.06, 1.29], [-1.44, -4.56, 2.43], [-1.49, -5.90, 2.73], [-0.87, -6.83, 1.90], [-0.19, -6.39, 0.79], [-0.11, -5.03, 0.45], [0.67, -4.68, -0.70], [0.76, -3.48, -1.20], [1.58, -3.31, -2.26], [1.68, -2.06, -2.65], [1.10, -1.07, -2.07], [2.51, -1.77, -3.85], [3.55, -2.60, -4.27], [4.29, -2.26, -5.39], [4.01, -1.10, -6.10], [2.98, -0.27, -5.67], [2.25, -0.60, -4.55], [-1.93, -3.84, 3.07], [-2.02, -6.23, 3.61], [-0.92, -7.88, 2.13], [0.31, -7.11, 0.15], [1.22, -5.48, -1.19], [3.76, -3.49, -3.72], [5.10, -2.90, -5.71], [4.59, -0.84, -6.97], [2.75, 0.64, -6.22], [1.46, 0.04, -4.20], [1.37, -0.08, 4.17], [0.95, -0.73, 2.86], [0.82, 0.62, 1.37], [2.62, 0.64, 0.44], [3.57, 1.67, 1.02], [0.30, 2.42, 2.00], [-0.82, 2.82, 1.37], [-1.39, 1.28, 0.19], [-1.42, 1.68, -1.80], [-2.31, 2.85, -2.19], [-3.05, 0.21, 0.67], [-4.33, 1.01, 0.88], [-1.46, 4.12, 1.53], [-2.75, 4.32, 1.04], [-3.39, 5.54, 1.18], [-2.74, 6.59, 1.81], [-1.45, 6.41, 2.29], [-0.82, 5.19, 2.14], [1.52, -0.83, 4.94], [0.60, 0.61, 4.51], [2.31, 0.47, 4.05], [0.00, -1.24, 2.99], [1.67, -1.50, 2.55], [2.49, 0.82, -0.63], [3.05, -0.37, 0.54], [3.17, 2.68, 0.88], [4.54, 1.63, 0.53], [3.73, 1.51, 2.09], [0.82, 3.02, 2.72], [-1.75, 0.78, -2.33], [-0.39, 1.88, -2.12], [-3.35, 2.65, -1.93], [-2.26, 3.03, -3.26], [-1.99, 3.76, -1.68], [-2.83, -0.35, 1.58], [-3.21, -0.51, -0.13], [-4.21, 1.72, 1.70], [-5.16, 0.34, 1.14], [-4.61, 1.54, -0.02], [-3.25, 3.50, 0.54], [-4.39, 5.67, 0.79], [-3.24, 7.54, 1.93], [-0.94, 7.23, 2.77], [0.19, 5.09, 2.51]], "lowdin_charge": [1.952, -0.533, -0.373, -0.027, -0.096, -0.111, -0.057, -0.151, -0.082, -0.198, 0.040, -0.500, -0.457, -0.147, -0.030, -0.087, -0.096, -0.086, -0.033, 0.107, 0.100, 0.094, 0.107, 0.125, 0.106, 0.101, 0.099, 0.100, 0.104, -0.174, -0.363, 0.761, -0.358, -0.174, -0.234, -0.349, 0.817, -0.363, -0.172, -0.374, -0.175, -0.248, -0.061, -0.076, -0.087, -0.082, -0.032, 0.071, 0.067, 0.059, 0.043, 0.066, 0.049, 0.064, 0.065, 0.071, 0.060, 0.056, 0.052, 0.062, 0.060, 0.073, 0.063, 0.058, 0.047, 0.066, 0.073, 0.059, 0.073, 0.105, 0.101, 0.103, 0.104], "e_homo_ev": -7.16, "orbital_gap_ha": 0.264}


# 2
{"formula": "C30H36BrCl2F3N6O8PS2", "method": "ωB97M-V/def2-TZVPD", "symbols": ["C", "C", "C", "Cl", "N", "C", "N", "Br", "C", "C", "C", "C", "S", "O", "O", "Cl", "N", "S", "O", "O", "C", "F", "F", "F", "C", "C", "C", "C", "C", "N", "C", "C", "C", "C", "P", "N", "C", "C", "C", "C", "N", "C", "C", "H", "H", "H", "H", "H", "H", "H", "H", "H", "H", "H", "H", "H", "H", "H", "H", "H", "H", "H", "H", "H", "H", "H", "H", "H", "H", "H", "H", "H", "H", "H", "H", "H", "H", "C", "C", "C", "O", "C", "C", "C", "O", "O", "O", "H", "H"], "xyz": [[0.25, -4.13, 2.36], [0.64, -2.76, 1.69], [0.09, -2.63, 0.26], [1.11, -3.79, -0.75], [0.08, -1.30, -0.30], [-1.07, -0.75, -0.87], [-1.84, -1.18, -1.88], [-1.46, -2.79, -2.71], [-2.98, -0.46, -2.41], [-2.54, 0.53, -3.56], [-3.20, 1.94, -3.41], [-4.35, 2.17, -4.43], [-4.38, 3.85, -5.11], [-3.08, 4.46, -5.07], [-4.87, 3.74, -6.45], [-5.71, 4.93, -3.98], [-1.27, 0.47, -0.21], [-2.40, 0.56, 1.07], [-2.89, 1.90, 1.30], [-3.51, -0.24, 0.66], [-1.95, -0.18, 2.74], [-0.77, 0.19, 3.24], [-2.09, -1.50, 2.66], [-2.88, 0.24, 3.60], [0.09, 1.11, -0.12], [0.33, 1.54, -1.62], [1.25, 2.75, -1.92], [2.77, 2.50, -1.77], [3.64, 3.71, -2.19], [4.25, 4.44, -1.09], [4.67, 4.03, 0.13], [5.21, 5.02, 0.89], [5.14, 6.17, -0.01], [4.57, 5.77, -1.18], [0.27, 2.56, 1.06], [1.74, 2.73, 1.61], [0.89, -0.22, 0.26], [2.31, -0.40, -0.30], [3.45, -0.17, 0.49], [4.68, -0.40, -0.09], [4.95, -0.83, -1.32], [3.88, -1.04, -2.08], [2.60, -0.85, -1.58], [-0.62, -4.53, 1.82], [0.04, -3.91, 3.41], [1.10, -4.81, 2.28], [0.41, -1.92, 2.36], [1.74, -2.79, 1.60], [-0.91, -3.08, 0.26], [-3.51, 0.15, -1.67], [-3.63, -1.19, -2.90], [-2.88, 0.15, -4.53], [-1.45, 0.66, -3.61], [-2.44, 2.74, -3.50], [-3.66, 2.08, -2.42], [-5.31, 2.05, -3.90], [-4.36, 1.44, -5.25], [-0.67, 1.81, -2.00], [0.67, 0.72, -2.26], [1.11, 2.97, -2.99], [1.00, 3.68, -1.40], [3.02, 1.68, -2.47], [3.08, 2.17, -0.77], [4.43, 3.33, -2.86], [3.02, 4.43, -2.75], [4.55, 2.99, 0.44], [5.59, 4.96, 1.90], [5.51, 7.15, 0.27], [4.42, 6.45, -2.01], [-0.60, 2.44, 2.17], [-0.21, 3.68, 0.34], [2.34, 2.00, 1.24], [1.08, -0.17, 1.35], [3.39, 0.16, 1.53], [5.56, -0.19, 0.54], [3.99, -1.37, -3.11], [1.76, -1.06, -2.26], [-2.08, -5.86, 6.39], [-3.43, -6.15, 6.64], [-4.18, -6.75, 5.44], [-5.34, -7.12, 5.50], [-3.46, -6.86, 4.19], [-2.11, -6.56, 3.94], [-1.34, -6.06, 5.17], [-0.13, -5.82, 5.14], [-1.51, -6.66, 2.86], [-4.04, -5.97, 7.69], [-1.47, -5.44, 7.19], [-4.07, -7.23, 3.37]], "lowdin_charge": [-0.072, -0.268, -0.607, 0.579, -0.027, -0.369, -0.420, 0.901, -0.207, -0.146, -0.204, -0.251, 0.333, -0.338, -0.348, 0.376, -0.133, 0.707, -0.293, -0.268, -0.651, 0.132, 0.160, 0.143, -0.371, -0.139, -0.189, -0.170, -0.117, -0.106, -0.143, -0.068, -0.112, -0.129, 0.814, -0.246, -0.174, -0.173, -0.028, -0.153, 0.078, -0.132, -0.078, 0.067, 0.074, 0.082, 0.084, 0.096, 0.104, 0.099, 0.103, 0.102, 0.096, 0.097, 0.114, 0.097, 0.104, 0.099, 0.108, 0.120, 0.092, 0.106, 0.064, 0.126, 0.122, 0.103, 0.090, 0.087, 0.114, 0.004, 0.026, -0.073, 0.129, 0.121, 0.114, 0.115, 0.104, 0.052, -0.407, -0.375, 0.034, 0.057, -0.404, -0.382, 0.007, 0.000, 0.020, 0.105, 0.106], "total_charge": -1, "e_homo_ev": -2.83, "orbital_gap_ha": 0.062}


# 3
{"formula": "C30H36BrN4O5ScSi", "method": "ωB97M-V/def2-TZVPD", "symbols": ["Sc", "N", "C", "C", "C", "O", "O", "H", "H", "H", "H", "H", "H", "C", "Si", "C", "C", "N", "C", "C", "C", "C", "C", "C", "O", "C", "C", "C", "C", "C", "C", "H", "H", "H", "H", "H", "H", "H", "H", "H", "H", "H", "H", "H", "H", "H", "H", "H", "H", "Br", "C", "C", "C", "C", "C", "C", "C", "O", "O", "H", "H", "H", "H", "C", "C", "C", "C", "N", "N", "C", "H", "H", "H", "H", "H", "H", "H", "H"], "xyz": [[-0.23, -0.12, 0.02], [-1.24, 2.49, 2.23], [-1.71, 1.62, 3.31], [-2.97, 0.85, 2.90], [-2.67, -0.29, 1.95], [-2.96, -1.45, 2.24], [-2.08, 0.03, 0.85], [-0.35, 2.92, 2.47], [-1.91, 3.23, 2.05], [-1.93, 2.16, 4.24], [-0.91, 0.91, 3.54], [-3.66, 1.54, 2.40], [-3.46, 0.44, 3.78], [2.44, -2.46, -0.32], [2.71, -0.99, -1.45], [4.24, -0.08, -0.83], [3.05, -1.74, -3.14], [1.30, 0.04, -1.44], [1.20, 1.10, -2.32], [2.19, 1.53, -3.22], [1.98, 2.55, -4.13], [0.76, 3.21, -4.18], [-0.24, 2.85, -3.28], [0.01, 1.84, -2.37], [-0.95, 1.44, -1.41], [-2.06, 2.26, -1.19], [-1.88, 3.56, -0.73], [-3.00, 4.33, -0.47], [-4.27, 3.80, -0.65], [-4.42, 2.50, -1.10], [-3.31, 1.72, -1.38], [3.18, -3.22, -0.59], [1.45, -2.91, -0.44], [2.58, -2.24, 0.74], [5.04, -0.80, -0.63], [4.00, 0.43, 0.10], [4.62, 0.66, -1.53], [4.06, -2.15, -3.16], [2.95, -1.04, -3.97], [2.36, -2.57, -3.33], [3.16, 1.04, -3.21], [2.77, 2.84, -4.80], [0.58, 4.00, -4.89], [-1.20, 3.35, -3.29], [-0.88, 3.95, -0.59], [-2.87, 5.35, -0.13], [-5.14, 4.40, -0.44], [-5.41, 2.08, -1.24], [-3.40, 0.69, -1.71], [4.91, -0.88, 6.93], [3.76, -0.68, 5.44], [3.76, 0.53, 4.75], [2.92, 0.67, 3.66], [2.09, -0.38, 3.27], [2.11, -1.58, 3.98], [2.94, -1.73, 5.07], [1.20, -0.22, 2.10], [1.14, 0.87, 1.47], [0.49, -1.21, 1.71], [4.41, 1.33, 5.06], [2.90, 1.59, 3.10], [1.46, -2.38, 3.66], [2.97, -2.66, 5.62], [-3.28, -4.75, 0.05], [-2.40, -3.79, -0.67], [-1.95, -3.75, -1.98], [-1.20, -2.57, -2.08], [-1.18, -1.94, -0.91], [-1.92, -2.70, -0.06], [-0.56, -2.01, -3.31], [-3.09, -5.77, -0.30], [-4.33, -4.52, -0.13], [-3.11, -4.71, 1.12], [-2.15, -4.47, -2.75], [-2.21, -2.32, 0.86], [-0.15, -2.82, -3.92], [0.23, -1.31, -3.06], [-1.31, -1.49, -3.92]], "lowdin_charge": [1.107, 0.017, -0.249, -0.086, -0.588, 0.034, -0.131, 0.075, 0.067, 0.109, 0.112, 0.123, 0.117, -0.154, 0.408, -0.157, -0.165, -0.151, -0.297, -0.042, -0.092, -0.096, -0.020, -0.176, -0.090, -0.276, -0.029, -0.076, -0.086, -0.063, 0.004, 0.041, 0.026, 0.021, 0.033, 0.027, 0.022, 0.035, 0.023, 0.021, 0.078, 0.103, 0.099, 0.118, 0.136, 0.107, 0.102, 0.107, 0.129, 0.744, -0.686, -0.114, -0.002, -0.134, 0.001, -0.111, -0.590, -0.045, -0.075, 0.102, 0.123, 0.126, 0.103, -0.008, -0.281, 0.022, -0.312, 0.000, 0.075, -0.012, 0.082, 0.086, 0.085, 0.113, 0.114, 0.084, 0.042, 0.091], "e_homo_ev": -7.44, "orbital_gap_ha": 0.285}